A cluster of 4 separate species, C20H50ClN3O in total in a non-equilibrium geometry. Source: OMol25; level of theory: the ωB97M-V functional and the def2-TZVPD basis.

Each line ends with the Löwdin charge.
Geometry (Å):
C  4.1689  -0.4895  -2.5891  -0.0182
C  3.4024  0.6078  -1.7999  -0.0930
N  2.2537  0.0232  -1.0127  -0.3268
C  1.1689  -0.5262  -1.9311  0.0065
C  2.6072  -1.0564  -0.2014  -0.2147
C  3.7965  -0.7844  0.7852  -0.0316
C  1.6216  1.0152  -0.1243  -0.1153
C  0.6885  2.0696  -0.8575  -0.1640
O  0.3602  3.1437  0.0342  -0.2090
C  -0.6708  2.9071  0.9917  -0.1282
H  4.8596  -0.1422  -3.3964  0.1221
H  3.4705  -1.0662  -2.9422  0.0076
H  4.8908  -0.8959  -2.0581  0.0246
H  2.9781  1.1562  -2.6223  0.1233
H  4.0049  1.1112  -1.1786  0.0914
H  1.5178  -1.5316  -2.4515  0.1505
H  0.9543  0.4057  -2.6524  0.1479
H  0.2156  -0.6826  -1.4324  0.0382
H  2.8865  -1.9785  -0.8129  0.1480
H  1.5141  -1.3913  0.1430  0.1775
H  3.8725  -1.7177  1.2544  0.0457
H  3.7950  0.1265  1.5330  0.1142
H  4.8095  -0.6891  0.4263  0.0658
H  2.3884  1.6103  0.2892  0.1008
H  1.0789  0.6014  0.7501  0.1270
H  -0.1732  1.4232  -1.0251  0.0877
H  1.2384  2.5239  -1.6369  0.1105
H  -1.7517  2.7467  0.4366  0.1308
H  -0.9464  3.9328  1.5467  0.1157
H  -0.4143  2.0864  1.7514  0.0609
Cl  -1.8635  -0.7575  0.4980  -0.2767
C  -6.9022  -0.0540  -2.9711  -0.0913
C  -5.5056  -0.4039  -3.7842  -0.2743
N  -4.3002  0.0800  -3.1427  -0.1935
C  -3.9261  -0.5713  -1.8071  -0.2734
C  -3.4045  -2.0676  -1.9103  -0.1627
C  -3.0714  0.1785  -4.0069  -0.2551
C  -3.2856  1.2452  -5.0496  -0.0883
H  -6.7207  -0.6188  -2.0978  -0.0008
H  -7.8469  -0.3692  -3.7668  0.1261
H  -6.9892  1.0998  -2.6667  0.0938
H  -5.5373  0.1354  -4.7717  0.0893
H  -5.4863  -1.5104  -3.9689  0.1000
H  -4.7484  -0.4584  -1.1160  0.0866
H  -3.0150  -0.0868  -1.4362  -0.0226
H  -3.5873  -2.4483  -0.8256  0.0634
H  -2.4248  -2.0866  -2.3546  0.0232
H  -3.9625  -2.6891  -2.6779  0.0594
H  -2.8391  -0.7431  -4.3727  0.0711
H  -2.1848  0.3309  -3.4233  0.0943
H  -3.7945  2.0826  -4.7219  0.0478
H  -3.9573  0.7726  -5.8954  0.1040
H  -2.3509  1.4458  -5.4932  0.0462
C  3.1439  -2.1917  4.2830  -0.1158
C  2.9183  -0.6923  4.4580  -0.2523
N  1.7400  -0.2879  3.6848  -0.1986
C  0.4784  -1.0821  3.6886  -0.2455
C  -0.2022  -1.1051  5.0885  -0.0846
C  1.4319  1.0942  3.9819  -0.2306
C  2.4462  2.1965  3.4511  -0.0625
H  2.3642  -2.9248  4.7353  0.1032
H  4.0906  -2.6403  4.6983  0.0891
H  3.1345  -2.4983  3.3396  -0.0124
H  3.8799  -0.2230  4.3531  0.0986
H  2.6385  -0.5551  5.6179  0.1393
H  0.5273  -2.2011  3.3787  0.1329
H  -0.2923  -0.7320  3.0365  0.0333
H  -0.6258  -0.1643  5.1737  0.0329
H  0.5553  -1.4429  5.9275  0.1102
H  -1.0195  -1.7402  5.1918  0.0426
H  1.3773  1.2186  5.0460  0.0919
H  0.3654  1.2372  3.4217  0.1399
H  2.0280  3.1926  3.4137  0.0681
H  2.8393  2.1371  2.5070  0.0045
H  3.2983  2.3595  4.0684  0.0531

Summary:
Electronic energy in a.u.: -1491.35642
Gap between HOMO and LUMO in eV: 7.2
Molar mass in g/mol: 384.1
Energy relative to the best compared isomer or geometry (same formula, charge and spin) in eV: 0.000
Multiplicity: 1


A structure of composition C20H50F14Li3N7O38S14 in a non-equilibrium geometry. Source: OMol25; level of theory: the ωB97M-V functional and the def2-TZVPD basis.

Each line ends with the Löwdin charge.
Geometry (Å):
Li  0.0893  1.7091  -4.4920  0.8822
Li  3.1887  2.4899  -2.1668  0.8639
Li  4.5711  3.0993  2.0629  0.8733
N  -6.4297  -0.3093  -5.4288  -0.2552
S  -5.6382  0.7931  -4.3978  0.5666
O  -4.2117  0.9052  -4.4238  -0.2910
O  -6.2952  1.0745  -3.1387  -0.3050
F  -6.0887  2.0550  -5.4047  -0.2711
S  -5.8343  -1.5217  -4.6851  0.3844
O  -6.4591  -1.8410  -3.4176  -0.3082
O  -4.4568  -1.8907  -4.9323  -0.2927
F  -6.4367  -2.5469  -5.7167  -0.2194
N  3.9238  5.7243  3.9659  -0.2740
S  2.8358  5.5959  5.3262  0.6479
O  1.4565  5.1730  4.9816  -0.3067
O  3.1121  6.5822  6.4523  -0.3343
F  3.3061  4.2164  6.0073  -0.2065
S  3.1146  6.8710  3.4405  0.3433
O  2.9785  8.1247  4.2078  -0.3074
O  2.1215  6.4453  2.5028  -0.2984
F  4.2219  7.4696  2.4869  -0.2159
N  0.3427  0.4636  -1.3043  -0.3005
S  -0.0990  1.1902  0.1816  0.5889
O  0.9898  1.5846  1.0362  -0.2949
O  -1.4171  0.9603  0.7976  -0.2591
F  -0.4417  2.5779  -0.6374  -0.2634
S  0.1246  -0.8978  -0.7085  0.3708
O  -1.2134  -1.3844  -0.8186  -0.2518
O  1.0229  -1.2194  0.3992  -0.2819
F  0.7991  -1.7594  -1.8949  -0.2178
N  2.8051  3.4483  -5.3368  -0.3370
S  3.7096  3.2462  -6.4882  0.4825
O  4.7879  4.2473  -6.7691  -0.3149
O  3.0331  2.5138  -7.6040  -0.3020
F  4.5532  2.0346  -5.6727  -0.2721
S  2.3981  5.1239  -5.7501  0.6394
O  2.1273  5.4516  -7.1555  -0.2756
O  3.0692  6.1318  -4.9214  -0.2898
F  0.9192  4.9752  -5.1027  -0.2331
N  6.1333  2.1432  -0.5647  -0.2973
S  7.1743  0.9579  -0.6736  0.3875
O  8.0502  0.8040  0.4801  -0.2722
O  7.5227  0.4463  -1.9667  -0.2741
F  6.0270  -0.0545  -0.2690  -0.2201
S  7.4804  3.2861  -0.8242  0.5775
O  8.6152  3.1263  -1.7537  -0.2741
O  7.6357  3.9669  0.4164  -0.2909
F  6.5377  4.3088  -1.6459  -0.2342
N  5.8569  -0.8566  7.0133  -0.2376
S  5.9779  -1.0839  5.5298  0.3725
O  6.9811  -1.9823  5.0504  -0.2761
O  5.4941  0.0727  4.7441  -0.3412
F  4.6406  -1.9655  5.4899  -0.2249
S  7.2775  0.0962  6.9782  0.5394
O  7.4637  1.3321  6.1946  -0.2956
O  8.4232  -0.7241  7.3087  -0.3168
F  7.0489  0.6695  8.4093  -0.2077
N  -0.5402  -0.4438  -10.0608  -0.2631
S  -0.6145  -1.2151  -8.6661  0.4669
O  -1.5414  -2.3425  -8.8078  -0.3158
O  -0.4466  -0.5718  -7.3638  -0.3263
F  0.8245  -1.9515  -8.7124  -0.2341
S  -1.6900  0.6776  -9.4850  0.5703
O  -1.3034  1.6827  -8.5370  -0.3060
O  -3.0409  0.0869  -9.4312  -0.3053
F  -1.8588  1.6643  -10.8274  -0.2655
C  -6.6057  -0.9973  7.8378  -0.1446
O  -6.5948  0.4087  7.8084  -0.1723
C  -7.2611  0.9976  6.6345  -0.1517
C  -6.4624  0.7567  5.3782  -0.2367
O  -6.5781  -0.5662  5.0173  -0.2005
C  -6.1080  -0.8758  3.7860  -0.1306
H  -6.4072  -1.3246  8.8583  0.0797
H  -5.8391  -1.5030  7.2506  0.0799
H  -7.5221  -1.4829  7.5021  0.0837
H  -7.4736  2.0592  6.7607  0.1197
H  -8.2297  0.5279  6.4635  0.1184
H  -5.3975  0.9644  5.4826  0.1393
H  -6.8494  1.4022  4.5898  0.1259
H  -6.4175  -1.9120  3.6494  0.0932
H  -5.0232  -0.9696  3.7345  0.0970
H  -6.4859  -0.2675  2.9643  0.0989
C  -2.1408  -12.7861  -6.4724  -0.1026
O  -1.1427  -11.9098  -5.9000  -0.1791
C  -0.4068  -11.1227  -6.8725  -0.2084
C  0.7950  -10.4519  -6.2093  -0.1803
O  0.3414  -9.5128  -5.1966  -0.1839
C  -0.2669  -8.3198  -5.7487  -0.0904
H  -2.7520  -12.4413  -7.3064  0.0817
H  -2.7318  -13.0877  -5.6076  0.0841
H  -1.6048  -13.6586  -6.8461  0.0735
H  -0.9685  -10.3517  -7.4000  0.1073
H  -0.2543  -11.6930  -7.7888  0.1107
H  1.4399  -9.9123  -6.9028  0.1150
H  1.5065  -11.1639  -5.7911  0.1179
H  -0.4356  -7.5000  -5.0504  0.0904
H  -1.2792  -8.5847  -6.0539  0.0768
H  0.2532  -7.8495  -6.5832  0.0875
C  7.6302  -7.9682  -2.2192  -0.1429
O  6.7362  -7.2308  -1.4580  -0.1856
C  5.7505  -6.3737  -2.1728  -0.1337
C  6.0711  -5.7350  -3.5201  -0.2408
O  6.2108  -6.7045  -4.5207  -0.2012
C  6.3488  -6.0509  -5.7700  -0.1018
H  8.2265  -8.6415  -1.6034  0.0832
H  8.2981  -7.2582  -2.7069  0.0816
H  7.0074  -8.4956  -2.9417  0.0835
H  5.3233  -5.7106  -1.4206  0.1266
H  4.7819  -6.8297  -2.3778  0.1156
H  7.0579  -5.2737  -3.4823  0.1221
H  5.3043  -4.9722  -3.6554  0.1354
H  5.4874  -5.4440  -6.0489  0.0921
H  6.6524  -6.7159  -6.5785  0.0856
H  7.1720  -5.3624  -5.5796  0.0804
C  -8.0959  12.2904  1.6667  -0.1013
O  -7.3860  11.2034  1.0326  -0.1776
C  -7.9815  9.9286  1.1535  -0.2082
C  -7.0798  8.9564  0.3671  -0.2072
O  -5.7629  8.9448  0.9176  -0.1997
C  -4.9966  7.7113  0.7294  -0.0668
H  -7.9743  13.2001  1.0786  0.0781
H  -7.9180  12.6018  2.6960  0.0748
H  -9.1626  12.0692  1.7005  0.0706
H  -9.0423  9.7934  0.9429  0.1200
H  -7.7558  9.7013  2.1954  0.1239
H  -7.0094  9.1332  -0.7061  0.1248
H  -7.5361  7.9787  0.5223  0.1157
H  -3.9518  8.0020  0.8393  0.0882
H  -5.1393  7.1988  -0.2220  0.0838
H  -5.2704  6.9850  1.4947  0.0812
C  1.4585  2.2095  10.9183  -0.0930
O  0.9989  1.2542  9.9163  -0.1551
C  -0.3907  1.0794  9.8562  -0.2108
C  -0.9447  0.6593  8.4687  -0.2034
O  -0.2203  -0.4816  8.0517  -0.2012
C  -0.7147  -1.1036  6.8568  -0.0875
H  1.4501  3.2790  10.7078  0.0766
H  2.4692  1.8960  11.1798  0.0860
H  0.8624  2.3192  11.8242  0.0660
H  -0.9883  1.9008  10.2515  0.1169
H  -0.5566  0.1684  10.4313  0.1187
H  -0.8543  1.2850  7.5808  0.1232
H  -2.0135  0.4673  8.5634  0.1110
H  -1.7744  -1.3581  6.8760  0.0780
H  -0.1216  -1.9896  6.6300  0.0872
H  -0.4622  -0.4263  6.0409  0.0888

Summary:
Electronic energy in a.u.: -11029.13409
Charge: -4
Gap between HOMO and LUMO in eV: 6.1
Molar mass in g/mol: 1732.4
Energy relative to the best compared isomer or geometry (same formula, charge and spin) in eV: 13.423
Multiplicity: 1


A cluster of 3 separate species, C20H51BClN2O8P2 in total in a non-equilibrium geometry. Source: OMol25; level of theory: the ωB97M-V functional and the def2-TZVPD basis.

Each line ends with the Löwdin charge.
Geometry (Å):
C  6.4815  -0.3889  2.3624  -0.1328
C  5.4223  0.6822  2.7593  -0.2811
C  3.9542  0.1897  2.5807  -0.1905
C  3.0238  1.2341  3.3269  -0.2603
N  1.7407  0.7592  3.7610  -0.0038
B  0.5912  0.6006  2.7135  -0.7289
C  0.6178  1.7310  1.5198  -0.1121
C  1.5349  1.4541  0.2878  -0.2862
N  1.0100  2.0330  -0.9993  -0.0208
C  0.6691  -0.9816  2.2372  -0.1751
C  -0.4852  -1.6053  1.4330  -0.6664
C  -0.9763  -0.8483  0.1944  -0.1385
Cl  0.1369  -3.2442  0.7749  0.4729
C  -0.7602  0.9459  3.6534  -0.2815
C  -0.6766  2.3577  4.3197  -0.1096
C  -2.1450  0.8451  2.9538  -0.2066
C  -3.2742  1.2857  3.9736  -0.2560
C  -4.6710  0.6588  3.5687  -0.1173
H  6.1831  -1.3992  2.6824  0.0627
H  6.7494  -0.3565  1.2934  0.0623
H  7.4154  -0.1588  2.9132  0.0565
H  5.6274  0.9901  3.7970  0.0902
H  5.5991  1.5671  2.1197  0.1033
H  3.7678  0.1613  1.4959  0.0924
H  3.8485  -0.8082  3.0407  0.1084
H  3.6133  1.4563  4.2512  0.0975
H  3.0382  2.1813  2.7652  0.1037
H  1.7861  -0.0131  4.4114  0.0885
H  1.0077  2.6642  1.9830  0.0924
H  -0.3750  2.0026  1.1142  0.0715
H  1.7386  0.3937  0.0805  0.0870
H  2.4939  1.9832  0.4585  0.0852
H  0.1849  2.5970  -0.8206  0.0453
H  0.6918  1.2244  -1.5285  0.0402
H  0.7761  -1.5912  3.1612  0.0944
H  1.5961  -1.1923  1.6646  0.0693
H  -1.2860  -1.9087  2.1235  0.0800
H  -1.7245  -1.4940  -0.3084  0.0493
H  -1.4482  0.1181  0.4060  0.0667
H  -0.1527  -0.7545  -0.5328  0.0643
H  -0.7436  0.2002  4.4829  0.1203
H  0.3445  2.7545  4.4114  0.0582
H  -1.2656  3.1271  3.7843  0.0697
H  -1.0615  2.2604  5.3538  0.0645
H  -2.4627  -0.1683  2.6528  0.0836
H  -2.2918  1.5144  2.0877  0.1038
H  -3.4088  2.3757  3.8949  0.0881
H  -3.0360  0.9786  5.0014  0.0966
H  -4.8480  -0.2005  4.2364  0.0615
H  -5.4747  1.3976  3.7248  0.0558
H  -4.6069  0.3540  2.5141  0.0455
C  3.3494  1.5415  -8.0947  -0.1235
O  4.4697  1.9465  -7.3138  -0.3043
P  4.3355  1.8226  -5.6357  0.6858
O  4.0701  0.3461  -5.5570  -0.2498
O  2.9601  2.7279  -5.6240  -0.2839
C  3.0357  4.0873  -6.0544  -0.1166
O  4.6121  2.1241  -4.0071  -0.2933
C  3.6837  1.5563  -3.0752  -0.1183
H  3.7055  0.8386  -8.8464  0.0911
H  2.5697  1.0751  -7.4980  0.0862
H  2.9383  2.4205  -8.5977  0.0834
H  2.2075  4.2797  -6.7368  0.0853
H  3.9706  4.3021  -6.5756  0.0794
H  2.9451  4.7453  -5.1893  0.0896
H  3.9177  0.5059  -2.9056  0.0871
H  2.6567  1.6621  -3.4166  0.0726
H  3.7935  2.0917  -2.1334  0.0847
C  -5.3180  -2.0905  0.2242  -0.1030
O  -5.4994  -2.1192  -1.1940  -0.2951
P  -6.1310  -3.5203  -1.8760  0.6864
O  -7.4365  -3.5529  -1.1313  -0.2543
O  -4.9720  -4.4576  -1.1880  -0.2863
C  -3.6061  -4.2434  -1.5687  -0.1015
O  -6.4759  -4.7040  -3.0273  -0.2951
C  -7.0672  -5.9048  -2.5519  -0.1348
H  -5.7983  -1.1887  0.6002  0.0903
H  -5.7380  -2.9630  0.7180  0.0880
H  -4.2481  -2.0377  0.4378  0.0803
H  -2.9972  -4.2131  -0.6656  0.0825
H  -3.4744  -3.3029  -2.1060  0.0815
H  -3.2714  -5.0689  -2.1977  0.0874
H  -8.1360  -5.7611  -2.3964  0.0824
H  -6.5969  -6.2469  -1.6302  0.0846
H  -6.9241  -6.6635  -3.3225  0.0870

Summary:
Electronic energy in a.u.: -2671.76414
Charge: -1
Gap between HOMO and LUMO in eV: 3.6
Molar mass in g/mol: 555.8
Multiplicity: 1